1.
ORCA calculation (ωB97M-V/def2-TZVPD) on C50H42Cl5N4O2P2SnTe as an isolated structure.

Last column: Löwdin charge in e.
Positions of all 107 atoms, in Å:
Sn (0.77298, -0.15248, 0.19212)  1.01
C (-2.88146, 1.80188, 2.06068)  -0.31
C (-2.17625, 2.26947, 0.79937)  -0.33
P (-0.36862, 2.47865, 1.13705)  1.03
C (0.42955, 2.06976, -0.46710)  -0.51
C (-0.10956, 2.43567, -1.83848)  -0.40
C (0.33780, 1.44862, -2.90973)  -0.46
C (1.79040, 1.19837, -3.05970)  -0.16
C (2.79521, 1.85271, -2.49679)  -0.04
C (1.92153, 2.43466, -0.24915)  -0.37
C (-0.31038, 4.29110, 1.44972)  -0.34
C (-0.30005, 5.29572, 0.49239)  -0.08
C (-0.22754, 6.62573, 0.86786)  -0.09
C (-0.16549, 6.96519, 2.20942)  -0.10
C (-0.15663, 5.97012, 3.17338)  -0.08
C (-0.22216, 4.64399, 2.79364)  -0.09
C (-2.64172, 0.31988, 2.29543)  -0.34
P (-0.85310, -0.40678, 2.56829)  0.84
C (0.40779, -1.67241, 3.41926)  -0.32
C (1.09516, -2.56982, 2.60914)  -0.15
C (1.95688, -3.51817, 3.12560)  -0.09
C (2.12037, -3.62352, 4.49486)  -0.11
C (1.44704, -2.74505, 5.32487)  -0.09
C (0.62191, -1.77111, 4.79224)  -0.13
C (-0.38847, 0.81058, 3.88556)  -0.41
C (0.95390, 1.18440, 3.90930)  -0.14
C (1.42788, 2.06272, 4.86141)  -0.09
C (0.56544, 2.57325, 5.82328)  -0.11
C (-0.76881, 2.20945, 5.81097)  -0.10
C (-1.24571, 1.33787, 4.84374)  -0.14
H (-3.96001, 1.97141, 1.95656)  0.11
H (-2.54023, 2.39665, 2.90982)  0.08
H (-2.60484, 3.21087, 0.43837)  0.08
H (-2.29125, 1.50306, 0.02981)  0.07
H (0.18246, 3.45064, -2.12150)  0.09
H (-0.05445, 1.77690, -3.87678)  0.09
H (2.00256, 0.40200, -3.76973)  0.10
H (3.80928, 1.57047, -2.75039)  0.11
H (2.00884, 3.23169, 0.50885)  0.14
H (-0.32699, 5.04449, -0.55690)  0.07
H (-0.20785, 7.39948, 0.11044)  0.10
H (-0.10399, 8.00459, 2.50244)  0.10
H (-0.08287, 6.23145, 4.21980)  0.10
H (-0.19090, 3.86023, 3.53581)  0.07
H (-3.00741, -0.22921, 1.41711)  0.07
H (-3.25418, -0.01816, 3.13987)  0.05
H (0.96272, -2.53879, 1.53421)  0.03
H (2.48392, -4.18383, 2.45497)  0.10
H (2.76507, -4.38313, 4.91304)  0.09
H (1.56255, -2.82356, 6.39848)  0.10
H (0.13914, -1.08404, 5.47142)  0.07
H (1.62051, 0.78740, 3.15080)  0.09
H (2.46798, 2.35954, 4.85532)  0.10
H (0.93171, 3.26287, 6.57130)  0.09
H (-1.44695, 2.60465, 6.55752)  0.10
H (-2.29032, 1.06711, 4.85806)  0.07
O (3.06184, -1.82505, -1.07676)  -0.13
C (4.32900, -1.20153, -1.09198)  -0.27
C (4.90011, -1.13964, 0.32012)  -0.16
C (4.04718, -0.27714, 1.25157)  -0.16
C (3.74895, 1.06506, 0.63697)  -0.35
C (4.78437, 1.94993, 0.49895)  -0.08
C (4.84428, 3.15120, -0.25961)  -0.13
C (3.95807, 3.60739, -1.15949)  -0.10
C (2.65373, 2.96704, -1.50469)  -0.25
N (2.47746, 1.21122, 0.25058)  -0.11
H (2.73641, -1.87862, -1.98171)  0.08
H (4.24249, -0.18202, -1.48170)  0.09
H (5.01563, -1.76933, -1.74072)  0.12
H (5.90949, -0.72792, 0.24972)  0.11
H (4.96174, -2.15321, 0.71892)  0.11
H (4.55840, -0.15653, 2.20801)  0.12
H (3.10191, -0.79346, 1.43176)  0.06
H (5.71094, 1.66527, 0.98192)  0.09
H (5.75175, 3.73239, -0.12340)  0.09
H (4.15685, 4.54158, -1.66711)  0.09
H (2.03865, 3.75851, -1.94703)  0.12
Cl (-2.47115, -1.63340, 5.17411)  0.80
C (-2.35938, -2.63944, 3.80083)  -0.66
C (-1.84138, -2.11129, 2.62241)  -0.34
C (-1.86621, -2.94835, 1.51411)  -0.67
Cl (-1.46218, -2.29679, -0.01160)  0.58
C (-2.25336, -4.28041, 1.58765)  -0.70
Cl (-2.15887, -5.29851, 0.21016)  0.68
C (-2.72031, -4.78936, 2.79204)  -0.71
Cl (-3.21685, -6.42724, 2.90533)  0.67
C (-2.80889, -3.94937, 3.89844)  -0.70
Cl (-3.47024, -4.54480, 5.37029)  0.67
O (-1.54638, 2.36046, -1.88915)  -0.17
N (-2.33743, 3.32718, -2.30235)  0.16
C (-2.00050, 4.50228, -2.72941)  -0.28
C (-0.74843, 5.13578, -2.94162)  -0.20
N (0.20367, 5.73742, -3.18918)  0.22
C (-3.05838, 5.36144, -3.12451)  -0.17
N (-3.85201, 6.10346, -3.49378)  0.18
Te (-0.68943, -0.42378, -2.46779)  1.34
C (-1.24594, -0.89013, -4.49309)  -0.50
C (-1.37344, -2.23190, -4.83465)  -0.16
C (-1.80569, -2.60384, -6.09436)  -0.10
C (-2.11093, -1.63389, -7.03587)  -0.10
C (-1.98677, -0.29601, -6.70316)  -0.10
C (-1.56983, 0.07211, -5.43657)  -0.14
H (-1.13321, -2.98314, -4.09260)  0.09
H (-1.89592, -3.65252, -6.34447)  0.10
H (-2.44590, -1.91973, -8.02222)  0.10
H (-2.22382, 0.46602, -7.43137)  0.10
H (-1.51536, 1.12101, -5.17939)  0.09

Summary:
**Lowest unoccupied orbital energy**: 1.1 eV
**Net charge**: -1
**Frontier orbital gap**: 5.1 eV



2.
ORCA calculation (ωB97M-V/def2-TZVPD) on C50H42N4O2PS3SiW as an isolated structure.

Last column: Löwdin charge in e.
Positions of all 104 atoms, in Å:
W (0.00567, 0.55616, -0.07153)  1.39
C (4.17004, 4.17892, -1.82172)  -0.17
Si (3.50825, 3.32914, -3.34510)  0.50
C (3.61364, 4.45324, -4.82963)  -0.18
C (4.43496, 1.74879, -3.69294)  -0.18
C (1.66876, 2.97585, -3.05676)  -0.22
C (0.66830, 3.63419, -3.76085)  -0.05
C (-0.68122, 3.40777, -3.49254)  -0.03
C (-1.01443, 2.49530, -2.52638)  -0.12
N (-0.07631, 1.83107, -1.84143)  -0.13
C (1.22653, 2.07438, -2.08011)  -0.68
S (2.23076, 1.16370, -0.97611)  0.70
H (5.22103, 4.45031, -1.94882)  0.04
H (4.09632, 3.51706, -0.95619)  0.01
H (3.60719, 5.09062, -1.60740)  0.04
H (4.66205, 4.60226, -5.09956)  0.04
H (3.17967, 5.43750, -4.63852)  0.04
H (3.11345, 4.01880, -5.69926)  0.04
H (5.42276, 1.98496, -4.09722)  0.04
H (3.91115, 1.13781, -4.43196)  0.04
H (4.57263, 1.15126, -2.79106)  0.01
H (0.94042, 4.34885, -4.52852)  0.10
H (-1.45514, 3.92726, -4.03922)  0.11
H (-2.04232, 2.25809, -2.29372)  0.10
C (-2.41323, 0.53477, 5.84722)  -0.08
C (-2.63447, 1.81064, 5.34385)  -0.09
C (-2.47363, 2.05951, 3.98988)  -0.08
C (-2.09774, 1.02777, 3.13002)  -0.34
C (-1.87482, -0.25085, 3.63599)  -0.10
C (-2.03104, -0.49074, 4.99619)  -0.07
P (-1.95340, 1.37285, 1.35052)  1.03
C (-3.64904, 1.30376, 0.72586)  -0.33
C (-4.50369, 0.29489, 1.16931)  -0.09
C (-5.77306, 0.17363, 0.62185)  -0.07
C (-6.19418, 1.05756, -0.36365)  -0.07
C (-5.34863, 2.07031, -0.79660)  -0.07
C (-4.07762, 2.19335, -0.25448)  -0.09
C (-1.19726, 2.97596, 1.18631)  -0.40
C (-1.58750, 4.28389, 1.44877)  -0.08
C (-0.61595, 5.26878, 1.38996)  -0.07
C (0.70459, 4.92779, 1.09781)  -0.06
C (1.06659, 3.61955, 0.79844)  -0.11
C (0.10429, 2.60679, 0.79803)  -0.34
H (-2.53734, 0.34215, 6.90504)  0.11
H (-2.93007, 2.61349, 6.00660)  0.11
H (-2.63537, 3.05779, 3.60378)  0.10
H (-1.59669, -1.05164, 2.96456)  0.08
H (-1.85825, -1.48529, 5.38809)  0.11
H (-4.17561, -0.39104, 1.94161)  0.11
H (-6.43760, -0.60574, 0.97206)  0.11
H (-7.18652, 0.96657, -0.78556)  0.11
H (-5.68407, 2.77003, -1.55110)  0.11
H (-3.42279, 2.99328, -0.58221)  0.10
H (-2.61434, 4.52969, 1.69571)  0.11
H (-0.87321, 6.30170, 1.58651)  0.11
H (1.45837, 5.70614, 1.08659)  0.11
H (2.09425, 3.40165, 0.53743)  0.06
S (1.78871, -5.19855, -4.17240)  1.07
C (1.10210, -5.03475, -5.72579)  -0.40
C (0.26016, -3.96876, -5.79698)  -0.17
C (0.20281, -3.24352, -4.57951)  -0.11
C (1.00114, -3.77273, -3.60322)  -0.48
C (1.20029, -3.27548, -2.23922)  -0.17
C (0.75774, -1.98354, -1.91390)  -0.04
N (0.85355, -1.46920, -0.70466)  -0.03
C (1.47112, -2.17314, 0.26155)  -0.16
C (1.95109, -3.46632, 0.04555)  -0.11
C (2.59609, -4.14437, 1.13963)  0.01
C (2.74356, -3.54436, 2.33870)  0.00
C (2.24247, -2.21529, 2.57679)  -0.11
C (2.35179, -1.55521, 3.80448)  0.08
C (1.83726, -0.28394, 3.96115)  -0.17
C (1.18821, 0.28677, 2.85641)  -0.07
N (1.04314, -0.32412, 1.69189)  -0.01
C (1.58460, -1.55940, 1.53567)  -0.14
C (1.93223, 0.44945, 5.22635)  -0.47
C (2.73332, 0.17875, 6.29949)  -0.11
C (2.57493, 1.10337, 7.36162)  -0.17
C (1.65386, 2.06415, 7.07664)  -0.39
S (0.95257, 1.83805, 5.53808)  1.08
C (1.79177, -4.01395, -1.23074)  0.05
H (1.34478, -5.74497, -6.50003)  0.07
H (-0.28799, -3.70005, -6.68783)  0.11
H (-0.40555, -2.35700, -4.44720)  0.11
H (0.30932, -1.34899, -2.66773)  0.11
H (2.97124, -5.14655, 0.97484)  0.12
H (3.24229, -4.05704, 3.15180)  0.12
H (2.83354, -2.05757, 4.63485)  0.13
H (0.76676, 1.28140, 2.92432)  0.09
H (3.43966, -0.64023, 6.32595)  0.11
H (3.12882, 1.06510, 8.28815)  0.11
H (1.34167, 2.89051, 7.69539)  0.07
H (2.13546, -5.02449, -1.42303)  0.12
O (-1.65685, -0.13484, -3.22419)  0.05
C (-2.12869, -0.66705, -2.24459)  -0.49
C (-3.29362, -1.64064, -2.27296)  -0.06
C (-3.23623, -2.32754, -0.91761)  -0.06
C (-2.18992, -1.53908, -0.16229)  -0.53
O (-1.80858, -1.77854, 0.97090)  0.02
N (-1.65950, -0.53385, -0.93750)  -0.05
H (-3.17711, -2.31027, -3.12326)  0.12
H (-4.21156, -1.07026, -2.42415)  0.13
H (-2.91202, -3.36756, -0.97049)  0.13
H (-4.17274, -2.30565, -0.36220)  0.12

Summary:
**Lowest unoccupied orbital energy (spin up / spin down)**: -3.1 / -3.4 eV
**Net charge**: +1
**Spin multiplicity**: 3
**Frontier orbital gap (spin up / spin down)**: 7.0 / 6.9 eV



no.,E_tot (eV),M (g/mol)
1,-156895.38749,1216.4
2,-114085.48824,1070.0